Here is C34H34I2N8O3STi as an isolated structure from the OMol25 dataset. Energies are from ωB97M-V with the def2-TZVPD basis set.

The geometry in XYZ format:
```
83
Properties=species:S:1:pos:R:3:forces:R:3:mulliken_spin:R:1
Ti -0.463414 -1.910205 0.531487 0.4 -0.3 0.4 0.88
I -0.982386 -7.357397 5.261744 0.0 0.0 0.0 0.00
C -1.216120 -5.572544 4.213998 0.0 0.0 0.0 0.00
C -0.872523 -4.370018 4.815472 0.0 0.0 0.0 0.00
C -1.016023 -3.183984 4.111664 0.0 0.0 0.0 0.00
I -0.487292 -1.373384 4.992688 0.0 0.0 0.0 0.00
C -1.497399 -3.179837 2.804481 0.0 0.0 0.0 0.02
O -1.619900 -2.067490 2.076979 0.1 0.1 -0.2 0.03
C -1.861128 -4.403030 2.221056 0.0 0.0 0.0 -0.01
C -2.454011 -4.343565 0.843849 0.0 0.0 0.0 -0.01
N -1.506431 -3.773541 -0.156230 0.0 0.0 0.0 0.00
C -0.556366 -4.769636 -0.668927 0.0 0.0 0.0 0.01
C 0.520864 -4.084459 -1.456526 0.0 0.0 0.0 0.01
C 1.365221 -4.797157 -2.295759 0.0 0.0 0.0 0.00
C 2.414372 -4.141727 -2.906537 0.0 0.0 0.0 0.00
C 2.596770 -2.785730 -2.660018 0.0 0.0 0.0 0.00
C 1.709013 -2.145042 -1.826089 0.0 0.0 0.0 0.02
N 0.673558 -2.771215 -1.245080 -0.1 0.1 0.1 0.02
C -1.716248 -5.589943 2.920335 0.0 0.0 0.0 0.00
H -0.489007 -4.354287 5.826138 0.0 0.0 0.0 0.00
H -2.781901 -5.334456 0.520167 0.0 0.0 0.0 0.00
H -3.320839 -3.680567 0.855717 0.0 0.0 0.0 0.00
H -2.061977 -3.440619 -0.942564 0.0 0.0 0.0 0.00
H -0.075261 -5.254311 0.184807 0.0 0.0 0.0 0.00
H -1.058031 -5.534146 -1.268639 0.0 0.0 0.0 0.00
H 1.205193 -5.856941 -2.439142 0.0 0.0 0.0 0.00
H 3.092150 -4.678880 -3.556167 0.0 0.0 0.0 0.00
H 3.418238 -2.238086 -3.098488 0.0 0.0 0.0 0.00
H 1.830602 -1.098248 -1.583118 0.0 0.0 0.0 0.00
H -1.998127 -6.527490 2.457294 0.0 0.0 0.0 0.00
O 1.904942 -4.952824 1.228571 0.0 0.0 0.0 0.04
S 1.995837 -3.700265 1.980153 0.1 0.1 0.0 0.05
N 1.116736 -2.575787 1.594220 -0.3 0.0 -0.2 -0.09
C -2.330654 5.628165 0.490312 0.0 0.0 0.0 0.00
C -2.495213 4.163971 0.202993 0.0 0.0 0.0 0.01
C -2.854599 3.721051 -1.065656 0.0 0.0 0.0 0.00
C -3.046294 2.374686 -1.336409 0.0 0.0 0.0 0.01
C -3.459257 1.969416 -2.731394 0.0 0.0 0.0 0.00
C -2.807542 1.437122 -0.308358 0.0 0.0 0.0 0.01
C -2.834106 0.038196 -0.716087 0.0 0.1 0.0 0.03
O -2.108141 -0.858074 -0.293764 -0.2 -0.1 0.0 -0.07
C -2.492147 1.865812 1.002625 0.0 0.0 -0.1 0.00
C -2.439099 0.935227 2.178696 -0.1 0.0 0.0 0.00
C -2.342157 3.225856 1.220816 0.0 0.0 0.0 0.00
H -2.184668 6.202750 -0.422822 0.0 0.0 0.0 0.00
H -1.489448 5.810193 1.160315 0.0 0.0 0.0 0.00
H -3.223548 6.012940 0.987072 0.0 0.0 0.0 0.00
H -3.008318 4.445757 -1.856885 0.0 0.0 0.0 0.00
H -2.714641 1.340979 -3.224221 0.0 0.0 0.0 0.00
H -3.598956 2.855364 -3.346894 0.0 0.0 0.0 0.00
H -4.403628 1.422756 -2.730161 0.0 0.0 0.0 0.00
H -3.515580 -0.215833 -1.537463 0.0 0.0 0.0 0.00
H -1.645761 0.201174 2.122751 0.0 0.0 0.0 0.01
H -3.370810 0.373376 2.266315 0.0 0.0 0.0 0.00
H -2.301232 1.502927 3.097028 0.0 0.0 0.0 0.00
H -2.117647 3.569281 2.224486 0.0 0.0 0.0 0.00
C 0.139872 0.966411 -1.841371 0.0 0.0 0.0 0.03
C 0.486805 1.069533 -0.396947 0.0 0.0 0.0 0.01
N 0.509995 0.070678 0.473839 0.0 -0.1 0.0 0.00
C 0.969515 0.593765 1.671899 0.0 0.0 0.0 0.01
C 1.189690 1.919321 1.520601 0.1 0.0 0.0 0.00
N 0.897890 2.205421 0.200516 -0.1 0.0 0.0 0.00
C 0.980769 3.534303 -0.390239 0.0 0.0 0.0 0.00
N 2.306794 4.059050 -0.343207 0.1 -0.1 0.1 0.00
N 2.715272 4.706416 0.784716 -0.1 0.2 -0.1 0.00
N 3.960818 4.941954 0.710559 0.0 -0.2 0.1 0.00
C 4.444995 4.392327 -0.462801 0.0 0.1 0.0 0.00
C 5.739803 4.371152 -0.987584 0.0 0.0 0.0 0.00
C 5.911914 3.746457 -2.200056 0.0 0.0 0.0 0.00
C 4.828002 3.160525 -2.886946 0.0 0.0 0.0 0.00
C 3.546824 3.178963 -2.383111 0.0 0.0 0.0 0.00
C 3.383004 3.809159 -1.147141 0.0 0.0 0.0 0.00
H -0.599276 1.712108 -2.133211 0.0 0.0 0.0 0.00
H -0.264334 -0.022237 -2.048311 0.0 0.0 0.0 -0.02
H 1.027031 1.100900 -2.463999 0.0 0.0 0.0 0.01
H 1.089835 -0.034217 2.538780 0.0 0.0 0.0 0.00
H 1.548921 2.677269 2.195174 0.0 0.0 0.0 0.00
H 0.334158 4.209001 0.167606 0.0 0.0 0.0 0.00
H 0.638881 3.481460 -1.421019 0.0 0.0 0.0 0.00
H 6.560365 4.832518 -0.456315 0.0 0.0 0.0 0.00
H 6.895290 3.706166 -2.647607 0.0 0.0 0.0 0.00
H 5.011234 2.690976 -3.844432 0.0 0.0 0.0 0.00
H 2.720267 2.744335 -2.930224 0.0 0.0 0.0 0.00
```
Positions in Å, forces in eV/Å.

Results
Multiplicity: 2
Total charge: +1
HOMO level (alpha / beta): -10.006 / -10.045 eV
Kohn-Sham gap (alpha / beta): 0.244 / 0.241 Ha
Relative energy (zero: lowest compared OMol25 entry of this formula, charge and spin): 17.1 kJ/mol



Here is a single C22H24N4O2 molecule from the OMol25 dataset. Energies are from ωB97M-V with the def2-TZVPD basis set.

The geometry in XYZ format:
```
52
Properties=species:S:1:pos:R:3:forces:R:3:lowdin_charge:R:1
C -1.668454 2.901032 -6.027776 0.2 0.2 0.1 -0.12
C -0.411607 3.432211 -5.351025 -0.1 0.0 -0.1 -0.22
C 0.099606 2.608246 -4.196994 0.1 0.1 0.0 -0.24
C 1.285821 2.988293 -3.580632 -0.2 -0.1 0.0 -0.04
C 1.814237 2.285810 -2.512459 0.2 -0.1 0.2 -0.01
C 1.149280 1.164708 -2.031075 -0.3 0.0 -0.1 -0.27
O 1.549304 0.402174 -0.972655 -0.1 -0.1 -0.1 -0.05
C 2.795517 0.667383 -0.360317 0.3 0.2 0.1 -0.15
C 2.971164 -0.323116 0.761107 0.0 0.0 -0.2 -0.18
C 4.197173 -0.913545 1.031545 -0.2 0.1 0.0 -0.03
C 4.315645 -1.815527 2.076628 0.0 0.0 0.1 -0.06
C 3.211024 -2.152100 2.835969 -0.1 0.0 0.0 -0.01
C 1.969678 -1.584506 2.559793 0.3 0.1 -0.1 -0.12
C 0.809423 -2.003557 3.405675 -0.1 -0.1 0.3 -0.43
O 0.938212 -2.435256 4.527881 0.1 0.0 -0.1 0.09
N -0.402077 -1.851282 2.784219 -0.3 0.5 -0.9 0.04
N -1.552280 -2.267720 3.353562 0.0 -0.4 0.7 0.07
C -2.662829 -2.037565 2.781593 0.0 0.1 0.0 -0.11
C -2.924187 -1.289154 1.557363 0.2 0.4 -0.4 -0.17
C -3.750348 -1.701141 0.489502 0.3 0.3 0.2 -0.10
N -3.808228 -0.781579 -0.448022 -0.6 -0.2 -0.6 0.07
N -3.062217 0.234869 -0.020042 0.3 -0.4 0.6 -0.17
C -2.965336 1.440134 -0.789217 0.1 0.4 -0.2 -0.01
C -2.495977 -0.017973 1.181832 -0.1 -0.2 0.1 -0.23
C -1.691006 1.009244 1.891937 0.0 0.1 0.0 -0.01
C 1.868229 -0.653319 1.534214 0.1 -0.1 0.1 0.03
C -0.036775 0.768766 -2.645865 0.2 -0.1 0.2 -0.02
C -0.551607 1.481856 -3.710519 0.1 0.1 0.0 -0.04
H -1.504050 1.899000 -6.417027 -0.1 -0.1 0.0 0.08
H -2.505085 2.877151 -5.333266 -0.1 -0.1 0.0 0.07
H -1.938060 3.548379 -6.859372 -0.1 0.0 -0.1 0.07
H 0.386974 3.509041 -6.095041 0.0 0.1 0.0 0.11
H -0.604351 4.447039 -4.988176 0.1 0.0 -0.1 0.12
H 1.814609 3.857951 -3.944828 0.1 0.1 0.0 0.12
H 2.740032 2.618645 -2.069362 0.1 0.0 0.1 0.10
H 3.611641 0.573167 -1.088947 -0.1 0.0 0.1 0.14
H 2.809626 1.691597 0.046915 0.0 -0.1 -0.1 0.14
H 5.059046 -0.664392 0.429662 0.1 0.0 -0.1 0.11
H 5.274006 -2.263772 2.291411 0.1 -0.1 0.0 0.11
H 3.284297 -2.858819 3.648289 0.0 -0.1 0.1 0.12
H -0.432686 -1.509897 1.824247 0.0 -0.2 0.3 0.13
H -3.519750 -2.484959 3.268128 -0.1 0.0 0.1 0.11
H -4.269136 -2.631846 0.378734 -0.2 -0.2 -0.1 0.11
H -3.387991 2.283143 -0.237967 0.0 0.0 0.0 0.09
H -1.926055 1.662281 -1.040514 -0.1 0.0 0.0 0.07
H -3.531805 1.288325 -1.705087 0.0 0.0 0.1 0.09
H -2.303024 1.889358 2.094883 0.0 0.1 0.0 0.09
H -1.325664 0.623848 2.840016 0.0 0.0 0.0 0.08
H -0.845724 1.331667 1.281855 0.1 0.0 0.0 0.08
H 0.936572 -0.156311 1.315299 -0.1 0.0 0.0 0.10
H -0.536809 -0.114705 -2.278936 -0.1 -0.1 0.1 0.12
H -1.470649 1.142257 -4.159953 -0.1 0.0 -0.1 0.11
```
Positions in Å, forces in eV/Å.

Results
Multiplicity: 1
HOMO level: -8.643 eV
Structure (SMILES): CCc1ccc(OCc2cccc(C(=O)N/N=C\c3cnn(C)c3C)c2)cc1
Kohn-Sham gap: 0.337 Ha
Relative energy (zero: lowest compared OMol25 entry of this formula, charge and spin): 323.6 kJ/mol



Here is C32H49NP2Pb as an isolated structure from the OMol25 dataset. Energies are from ωB97M-V with the def2-TZVPD basis set.

The geometry in XYZ format:
```
85
Properties=species:S:1:pos:R:3:forces:R:3:lowdin_charge:R:1
Pb 12.785052 5.484089 10.591045 1.5 -0.8 -0.4 1.15
C 10.826493 6.259754 15.382632 -1.6 -2.4 0.6 -0.10
C 10.945936 5.822816 13.910171 0.4 0.9 -0.1 -0.49
C 9.768169 6.369565 13.070079 -0.7 0.1 1.4 -0.09
P 12.623963 6.399548 13.293668 -0.5 0.6 0.2 1.05
C 14.045421 6.596062 14.458450 1.0 -0.9 -0.8 -0.53
C 13.871003 7.507263 15.660179 0.7 -0.4 0.3 -0.08
C 14.855334 5.316672 14.804331 -0.9 0.1 -0.5 -0.08
C 12.397183 8.083432 12.651569 0.2 -0.3 0.0 -0.31
C 11.648288 8.999722 13.356980 -0.1 0.3 -0.4 -0.05
C 11.118240 10.163444 12.755810 0.2 0.2 1.3 -0.22
C 10.156274 10.981931 13.581280 -0.1 -1.1 1.1 -0.01
C 11.546009 10.491108 11.490365 0.5 -0.7 -1.3 0.01
C 12.485065 9.679194 10.850606 0.0 -0.3 -0.6 0.01
C 12.929475 8.450899 11.387398 0.1 0.5 0.9 -0.33
N 13.880910 7.630406 10.812657 -0.6 1.2 -1.5 -0.01
C 14.722176 8.241281 9.878010 1.4 -1.3 -1.0 -0.25
C 15.303989 9.493491 10.066929 0.4 1.4 0.3 0.00
C 16.253689 10.026926 9.171245 -0.8 0.0 -0.4 0.00
C 16.726985 9.272412 8.120229 -0.1 -1.0 -0.7 -0.23
C 17.638831 9.835669 7.086225 -0.2 0.5 -0.8 -0.03
C 16.286688 7.914081 7.948904 0.6 1.6 0.0 -0.05
C 15.270473 7.479578 8.727090 -1.1 -0.9 2.1 -0.27
P 14.737957 5.766837 8.485660 0.3 -0.4 0.6 1.03
C 14.524401 5.558529 6.668996 0.5 -0.1 -0.8 -0.51
C 13.994171 6.768966 5.911527 1.0 0.3 0.2 -0.09
C 13.675080 4.319195 6.347161 1.6 -1.1 0.4 -0.09
C 16.213142 4.726683 8.900076 0.4 -1.1 0.4 -0.53
C 16.253984 4.345250 10.392397 -0.1 1.1 -0.3 -0.13
C 17.581210 5.146946 8.425009 0.8 1.3 -1.1 -0.11
H 9.799537 5.950552 15.702143 0.6 0.1 -0.2 0.11
H 11.473201 5.705433 16.084627 0.0 0.5 -0.5 0.09
H 10.811794 7.306029 15.578641 0.5 0.8 -0.1 0.06
H 10.954734 4.736848 13.736716 0.1 0.2 0.6 0.11
H 9.634664 7.455013 13.175185 0.2 -0.3 -0.1 0.08
H 9.825345 6.103945 12.037318 0.1 -0.1 -0.8 0.05
H 8.821348 5.922921 13.471704 0.9 0.2 -0.3 0.11
H 14.716743 7.027833 13.727123 0.1 0.8 -0.4 0.09
H 13.345478 6.859654 16.367270 -0.3 0.9 0.3 0.07
H 14.899463 7.617067 16.077208 -0.7 0.2 -0.2 0.11
H 13.455039 8.515322 15.460140 0.0 -0.8 0.3 0.09
H 14.379480 4.693367 15.555165 -0.2 -0.2 -0.1 0.09
H 15.096514 4.762230 13.887090 -0.3 -0.1 0.3 0.08
H 15.792896 5.626929 15.216079 0.6 0.3 0.3 0.08
H 11.504420 8.835059 14.412822 -0.6 -0.1 0.0 0.09
H 9.201203 11.136309 13.088978 -0.1 0.0 -0.2 0.09
H 9.970150 10.377959 14.516809 -0.1 0.9 -0.9 0.10
H 10.526022 11.951788 13.901723 0.3 0.1 -0.2 0.09
H 11.129627 11.311630 10.922213 0.0 0.2 0.2 0.13
H 12.851231 9.873027 9.839548 -0.4 0.4 0.3 0.12
H 15.068968 10.136645 10.924715 -0.2 -0.5 -0.3 0.13
H 16.524304 11.096415 9.151421 0.0 -0.7 0.7 0.14
H 17.490978 10.924240 7.012474 0.3 -0.3 0.2 0.09
H 18.685804 9.621274 7.348753 -0.2 0.1 -0.4 0.11
H 17.374051 9.452075 6.067740 0.5 0.0 0.9 0.10
H 16.777079 7.279141 7.185064 -0.6 0.6 0.5 0.12
H 15.592986 5.494212 6.361460 -0.6 -0.7 0.0 0.11
H 13.328535 7.331830 6.497730 -1.2 0.7 0.7 0.04
H 14.805557 7.451818 5.678765 0.1 0.1 -0.2 0.07
H 13.510855 6.501139 4.991785 -0.2 -0.3 -0.4 0.09
H 12.748899 4.424507 6.871775 -1.0 0.2 -0.3 0.05
H 13.611092 4.106009 5.258303 -0.2 0.4 0.8 0.11
H 14.118700 3.411975 6.809847 0.0 0.3 -0.3 0.08
H 15.954313 3.778632 8.452325 -0.1 -0.3 -0.8 0.10
H 16.115673 5.271542 10.964254 0.0 -0.2 0.4 0.06
H 15.416696 3.668740 10.558889 0.2 -0.2 0.5 0.05
H 17.238649 3.928581 10.657871 -0.6 -0.1 -0.1 0.10
H 17.871968 6.103678 8.855010 -0.1 0.2 0.3 0.08
H 18.450224 4.518355 8.613291 -0.5 -0.7 0.5 0.10
H 17.668416 5.318995 7.343406 -0.4 -0.1 0.0 0.08
C 8.455366 7.016368 7.476545 -2.1 -2.2 0.8 -0.08
C 9.886842 7.494611 7.429203 -1.0 0.2 0.4 -0.66
C 9.807040 8.944384 7.887607 0.0 0.9 1.8 -0.04
C 10.359170 7.291480 6.039881 -0.6 -0.1 -3.7 -0.07
C 10.734477 6.690995 8.301315 1.5 -0.8 1.9 -0.10
C 11.527497 6.068349 9.016989 -2.4 1.7 -1.6 -0.29
H 7.727240 7.625130 6.915928 0.7 0.1 0.1 0.10
H 8.061184 6.930818 8.510841 0.3 0.4 -0.4 0.09
H 8.295165 5.975949 7.099139 0.5 0.7 0.0 0.11
H 9.195690 9.551688 7.188081 0.6 -0.4 0.3 0.11
H 10.815131 9.375383 8.068771 -0.6 0.0 -0.5 0.08
H 9.277319 8.991252 8.910335 0.7 -0.1 -1.5 0.11
H 9.491879 7.375575 5.310553 0.6 -0.4 1.0 0.12
H 10.800850 6.294233 5.861243 -0.2 0.5 0.2 0.10
H 10.975228 8.046900 5.560539 0.8 0.2 0.7 0.09
```
Positions in Å, forces in eV/Å.

Results
Multiplicity: 1
Total charge: +2
HOMO level (alpha / beta): -13.662 / -13.664 eV
Kohn-Sham gap (alpha / beta): 0.197 / 0.208 Ha



Here is a single C4H9NOS molecule from the OMol25 dataset. Energies are from ωB97M-V with the def2-TZVPD basis set.

The geometry in XYZ format:
```
16
Properties=species:S:1:pos:R:3:forces:R:3:mulliken_spin:R:1
C -1.038152 -0.760521 -1.524524 3.2 -0.1 0.7 -0.01
C 1.475025 -0.457273 -0.898759 -1.8 1.6 -0.2 0.00
C 0.062997 0.495422 1.937881 -1.8 3.3 0.5 0.01
C 0.062797 -0.669399 -0.410967 -2.9 0.6 -0.8 0.20
N -0.694838 0.339338 0.690908 1.8 -4.1 -0.1 0.13
O -0.815028 -0.885621 -2.701432 -0.4 0.2 0.0 0.06
S -0.777916 1.801847 -0.153700 1.4 3.7 -1.8 1.61
H -1.938839 -0.828867 -0.994987 -2.4 -0.1 0.1 0.00
H 1.618931 0.575796 -0.667158 0.9 0.8 0.1 0.01
H 1.998194 -1.038562 -0.218784 2.1 -1.1 0.5 0.00
H 1.630064 -0.539943 -1.990996 -0.2 -0.6 0.7 -0.02
H 1.051317 0.941570 1.985067 0.3 0.3 -0.9 -0.03
H -0.610363 1.174365 2.580839 1.1 -0.9 -0.7 0.00
H 0.137466 -0.381330 2.449623 0.0 -2.7 1.2 0.03
H -0.068000 -1.625383 0.083056 0.0 -0.2 0.5 -0.01
H -2.093656 1.858560 -0.166069 -1.3 -0.6 0.2 0.02
```
Positions in Å, forces in eV/Å.

Results
Multiplicity: 3
HOMO level (alpha / beta): -4.678 / -9.622 eV
Kohn-Sham gap (alpha / beta): 0.195 / 0.243 Ha
Relative energy (zero: lowest compared OMol25 entry of this formula, charge and spin): 353.1 kJ/mol



Here is C6H7BS as an isolated structure from the OMol25 dataset. Energies are from ωB97M-V with the def2-TZVPD basis set.

The geometry in XYZ format:
```
15
Properties=species:S:1:pos:R:3:forces:R:3:lowdin_charge:R:1
B -0.055310 1.439882 0.170626 0.5 -1.0 -1.6 0.04
C -0.341388 0.185637 -0.731302 1.2 -1.6 -0.6 -0.30
C 0.991282 -0.423577 -0.994694 0.8 -1.8 1.1 -0.04
C -1.043937 -0.440368 0.420668 0.0 -0.6 -0.6 -0.06
C 1.587336 -1.315374 -0.135649 -2.0 0.6 0.1 -0.10
C -0.396980 -1.155574 1.390939 0.8 1.4 -2.8 -0.08
C 0.955084 -1.666204 1.127462 -0.8 1.0 0.8 -0.78
S 1.633245 -2.563097 2.317882 0.4 -0.2 -0.2 0.70
H -0.681448 2.354695 0.125583 -1.7 1.7 0.6 0.02
H 1.065809 1.448879 0.333283 1.3 0.4 1.5 0.05
H -0.816620 0.302546 -1.715102 -0.7 0.1 0.8 0.15
H 1.482517 -0.137036 -1.909823 0.2 0.0 -0.2 0.12
H -2.112978 -0.406091 0.307496 -0.4 0.6 0.9 0.12
H 2.446946 -1.928754 -0.177169 1.3 0.2 -1.2 0.08
H -0.829772 -1.431467 2.290097 -1.1 -0.7 1.4 0.07
```
Positions in Å, forces in eV/Å.

Results
Multiplicity: 1
HOMO level: -8.474 eV
Kohn-Sham gap: 0.275 Ha
Relative energy (zero: lowest compared OMol25 entry of this formula, charge and spin): 139.6 kJ/mol